Density functional theory data (ωB97M-V/def2-TZVPD) for C35H31Cl5IrN11O3S3 as an isolated structure at a distorted geometry.

Total charge: +1
Electronic energy, eV: -157278.76735
Spin multiplicity: 6

Structure (XYZ):
```
89
C35H31Cl5IrN11O3S3 ωB97M-V/def2-TZVPD
Ir 0.4109 -0.0054 0.6536
N 4.3754 -5.4138 -1.3840
C 4.2509 -4.1821 -0.8179
C 4.5200 -3.9826 0.5453
C 4.2880 -2.7500 1.1199
C 3.7930 -1.7122 0.3468
C 3.5620 -1.8804 -1.0080
C 3.7786 -3.1100 -1.5878
S 3.3218 -0.1778 1.1021
O 2.2491 -0.4570 2.0684
O 4.4456 0.5272 1.6232
N 2.5034 0.5789 -0.0945
C 2.3475 1.8902 0.0460
N 3.3430 2.7232 0.3381
C 3.0937 4.0021 0.4615
C 1.8252 4.5305 0.2492
C 0.8338 3.6113 -0.0602
N 1.0774 2.3184 -0.1266
H 4.9590 -6.0963 -0.9339
H 4.2644 -5.4924 -2.3819
H 4.8927 -4.8018 1.1436
H 4.4771 -2.5808 2.1679
H 3.1969 -1.0487 -1.5886
H 3.5768 -3.2747 -2.6349
H 3.9370 4.6236 0.7329
H 1.6330 5.5859 0.3125
H -0.1858 3.9213 -0.2475
C -5.0133 -3.2929 1.7591
C -4.0877 -2.4000 2.4785
N -4.3117 -1.7750 3.5954
N -3.1759 -1.1320 3.8939
C -2.2087 -1.3555 2.9749
S -0.6146 -0.8113 3.0641
N -2.8028 -2.1623 2.0536
N -2.2001 -2.7356 0.9647
H -5.9577 -3.3386 2.2910
H -4.5836 -4.2926 1.6919
H -5.1867 -2.9371 0.7456
H -3.0751 -0.6148 4.7524
H -2.8854 -2.8405 0.2155
H -1.4318 -2.1387 0.6437
Cl -1.8008 -10.2719 -5.6872
C -1.1670 -8.8598 -4.9393
C 0.1672 -8.8076 -4.5586
C 0.6641 -7.6476 -3.9962
C -0.1450 -6.5368 -3.7843
C 0.4437 -5.2790 -3.1634
C 0.5030 -5.4951 -1.6449
N 0.7432 -4.3160 -0.8407
C 1.1292 -4.4035 0.4670
C 1.1399 -3.1374 0.9623
N 0.7611 -2.2785 -0.0239
C 0.5339 -3.0139 -1.0960
O 1.7540 -5.0167 -3.6161
C 1.7987 -4.5574 -4.9616
C 3.2279 -4.3728 -5.3596
C 4.0706 -5.3962 -5.6927
Cl 3.6817 -7.0566 -5.7436
S 5.6639 -4.8491 -6.0906
C 5.1891 -3.2219 -5.8016
C 3.8924 -3.1213 -5.4195
C -1.4861 -6.6245 -4.1486
Cl -2.5548 -5.2917 -3.8618
C -2.0018 -7.7715 -4.7294
H 0.8050 -9.6651 -4.7034
H 1.7066 -7.5798 -3.7242
H -0.2134 -4.4285 -3.4009
H 1.3115 -6.2070 -1.4527
H -0.4476 -5.9401 -1.3242
H 1.3518 -5.3406 0.9334
H 1.3895 -2.7941 1.9446
H 0.2178 -2.6056 -2.0357
H 1.2667 -3.5992 -5.0352
H 1.3083 -5.2880 -5.6192
H 5.8987 -2.4291 -5.9313
H 3.4084 -2.1866 -5.1985
H -3.0394 -7.8253 -5.0161
Cl -3.7047 -1.3373 -1.4362
C -3.8322 0.0823 -0.4628
C -5.0498 0.7071 -0.3478
C -5.1735 1.8687 0.4048
C -4.0692 2.3754 1.0809
C -2.8536 1.7413 0.9924
Cl -1.4802 2.2970 1.8715
C -2.6446 0.5799 0.1643
N -1.4704 0.0511 0.0146
H -5.9056 0.2876 -0.8511
H -6.1272 2.3661 0.4708
H -4.1669 3.2613 1.6881
```



Density functional theory data (ωB97M-V/def2-TZVPD) for C35H31ClN2O3TeV as an isolated structure.

Electronic energy, eV: -91422.80370
Spin multiplicity: 4

Structure (XYZ):
```
74
C35H31ClN2O3TeV ωB97M-V/def2-TZVPD
V -1.1684 0.4106 -1.3899
C 3.8564 -3.2071 2.0836
C 2.8738 -2.5748 1.1333
C 3.0260 -2.6744 -0.2481
C 2.1425 -2.0734 -1.1234
C 2.3549 -2.2625 -2.5949
O 2.6363 -3.3595 -3.0300
C 2.2742 -1.0781 -3.5028
C 2.5798 0.2008 -3.0472
C 2.5565 1.2733 -3.9244
C 2.1966 1.0755 -5.2509
C 1.8783 -0.1978 -5.7041
C 1.9321 -1.2759 -4.8349
C 1.0280 -1.3607 -0.6437
O 0.1742 -0.8880 -1.5244
C 0.8420 -1.2613 0.7549
C 1.7773 -1.8792 1.6028
C -0.3032 -0.5723 1.3587
N -1.0605 0.2591 0.7190
C -2.2076 0.8616 1.4176
C -2.5413 2.2453 0.8939
Te -0.9328 3.6673 0.9778
C -0.5104 3.3803 3.0270
C -1.5170 3.2197 3.9757
C -1.1999 3.0557 5.3164
C 0.1257 3.0776 5.7291
C 1.1337 3.2531 4.7917
C 0.8176 3.3917 3.4462
C -0.5994 -0.9261 2.7865
C -0.1445 -0.1530 3.8480
C -0.4308 -0.5353 5.1508
C -1.1732 -1.6815 5.3973
C -1.6292 -2.4514 4.3367
C -1.3388 -2.0777 3.0330
H 4.5926 -3.8018 1.5443
H 3.3529 -3.8626 2.7956
H 4.3954 -2.4510 2.6575
H 3.8513 -3.2402 -0.6660
H 2.8444 0.3510 -2.0072
H 2.8069 2.2663 -3.5735
H 2.1628 1.9166 -5.9316
H 1.5929 -0.3503 -6.7369
H 1.7043 -2.2778 -5.1740
H 1.6314 -1.8099 2.6732
H -2.0264 0.9114 2.4898
H -3.0736 0.2084 1.2629
H -3.3858 2.6461 1.4519
H -2.8421 2.2348 -0.1555
H -2.5574 3.2307 3.6729
H -1.9920 2.9219 6.0425
H 0.3710 2.9634 6.7773
H 2.1702 3.2715 5.1041
H 1.6128 3.4990 2.7175
H 0.4286 0.7461 3.6579
H -0.0730 0.0707 5.9726
H -1.3950 -1.9758 6.4148
H -2.2067 -3.3474 4.5229
H -1.6802 -2.6843 2.2025
Cl -1.7000 3.4306 -2.3209
C -0.4479 2.1055 -2.4004
H 0.4607 2.5347 -1.9773
H -0.2862 1.9234 -3.4634
O -2.8981 -0.1952 -1.7753
N -2.3380 -0.3089 -3.0674
C -2.8463 0.5776 -4.0285
C -2.8471 0.2446 -5.3442
C -2.4175 -1.0236 -5.7768
C -2.0466 -1.9542 -4.7923
C -2.0477 -1.6221 -3.4753
H -3.1715 1.5293 -3.6403
H -3.1958 0.9833 -6.0533
H -2.4270 -1.2903 -6.8225
H -1.7559 -2.9608 -5.0618
H -1.7693 -2.2920 -2.6779
```



Density functional theory data (ωB97M-V/def2-TZVPD) for C35H31F10LaN7 as an isolated structure.

Total charge: +1
Electronic energy, eV: -75259.31253

Structure (XYZ):
```
84
C35H31F10LaN7 ωB97M-V/def2-TZVPD
La 0.3471 0.3118 0.2037
C 3.9532 0.1374 -0.6657
N 3.1071 0.6849 0.4041
C 3.3173 2.1530 0.4636
C 2.3765 2.8879 -0.4744
N 0.9981 2.6386 -0.0564
C 0.1589 3.6637 0.2847
C 0.2349 5.0369 -0.0021
F 1.2754 5.5403 -0.6940
C -0.7691 5.9345 0.3251
F -0.6261 7.2123 -0.0175
C -1.9289 5.5340 0.9615
F -2.8975 6.4035 1.2463
C -2.0525 4.1968 1.2759
F -3.1389 3.7332 1.9000
C -1.0238 3.3404 0.9661
F -1.1734 2.0252 1.3611
C 3.4761 0.0458 1.6867
C 2.4922 0.3130 2.8097
N 1.1334 -0.0627 2.4146
C 0.1602 -0.0780 3.3845
C 0.2480 0.2727 4.7455
F 1.4050 0.7084 5.2727
C -0.8326 0.2193 5.6106
F -0.6613 0.5768 6.8792
C -2.0859 -0.1869 5.1901
F -3.1179 -0.2237 6.0302
C -2.2289 -0.5407 3.8664
F -3.4116 -0.9294 3.3789
C -1.1336 -0.4854 3.0363
F -1.3394 -0.8364 1.7118
H 5.0159 0.2475 -0.4230
H 3.7700 0.6711 -1.5989
H 3.7458 -0.9215 -0.8134
H 4.3625 2.3925 0.2285
H 3.1116 2.5006 1.4741
H 2.5243 2.5319 -1.5029
H 2.6521 3.9389 -0.4697
H 4.4682 0.3848 2.0114
H 3.5338 -1.0312 1.5159
H 2.5403 1.3635 3.1102
H 2.8369 -0.2661 3.6692
C 0.8699 0.0841 -4.6907
C 0.9792 0.1094 -3.2997
N -0.0549 0.1487 -2.4804
C -1.3015 0.1755 -3.0105
C -1.5118 0.1364 -4.3965
C -0.3849 0.0911 -5.2367
C -2.8440 0.1421 -4.9288
C -3.9057 0.1930 -4.1054
C -3.7288 0.2611 -2.6814
C -4.8287 0.3593 -1.8103
C -4.6138 0.4597 -0.4652
C -3.2960 0.4555 0.0029
N -2.2382 0.3476 -0.7811
C -2.4448 0.2548 -2.1224
H 1.7587 0.0563 -5.3048
H 1.9637 0.0873 -2.8393
H -0.5255 0.0665 -6.3109
H -2.9715 0.1068 -6.0037
H -4.9151 0.1979 -4.4981
H -5.8319 0.3625 -2.2204
H -5.4289 0.5497 0.2395
H -3.1150 0.5581 1.0632
C 1.9663 -2.9764 -0.4874
C 2.0344 -4.5083 -0.7298
N 0.7513 -5.1224 -0.4027
C 0.4248 -4.8173 0.9906
C 0.2694 -3.2851 1.1849
N 0.6048 -2.5779 -0.0762
C -0.3416 -3.0247 -1.1244
C -0.2839 -4.5694 -1.2733
H 2.2144 -2.4276 -1.4006
H 2.6564 -2.6652 0.2983
H 2.8064 -4.9646 -0.1102
H 2.2726 -4.7308 -1.7707
H 1.2158 -5.2190 1.6244
H -0.4984 -5.3349 1.2513
H 0.9205 -2.8955 1.9684
H -0.7561 -3.0346 1.4460
H -0.0724 -2.5260 -2.0578
H -1.3418 -2.6861 -0.8398
H -0.0587 -4.8511 -2.3024
H -1.2382 -5.0254 -1.0083
```